Entry 1:
CHF3NO | ωB97M-V/def2-TZVPD

XYZ file:
```
7
Properties=species:S:1:pos:R:3
C 0.03 0.33 1.01
N -0.37 -0.02 -1.91
O 0.70 -0.28 -2.50
F -0.83 -0.57 1.64
F 1.29 -0.12 1.35
F -0.13 1.50 1.73
H -0.69 -0.84 -1.32
```

Summary:
HOMO = -0.10082 Ha
frontier orbital gap = 6.927 eV
charge = -1
F_max = 2.6 eV/Å
energy above the lowest of the compared OMol25 structures with the same formula, charge and spin = 43.7 kcal per mole

---

Entry 2:
C19H47B3Cl2N6O7P2 | ωB97M-V/def2-TZVPD

XYZ file:
```
86
Properties=species:S:1:pos:R:3
C 7.00 3.93 -0.12
C 6.38 3.85 1.24
Cl 7.43 4.10 2.60
C 5.08 3.63 1.45
Cl 4.36 3.57 3.02
B 4.05 3.45 0.28
O 3.80 2.25 -0.36
B 2.46 2.04 -0.66
O 1.51 3.01 -0.45
B 1.96 4.16 0.18
C 1.17 5.02 1.23
C -0.11 5.70 0.66
C -1.25 4.73 0.28
C -1.54 3.68 1.32
O -2.48 3.77 2.05
O -0.71 2.60 1.38
O 3.28 4.52 -0.13
H 8.04 3.63 -0.05
H 6.93 4.95 -0.50
H 6.50 3.27 -0.84
H 2.12 1.01 -1.14
H 1.83 5.81 1.57
H 0.94 4.44 2.13
H -0.44 6.44 1.39
H 0.21 6.23 -0.23
H -0.92 4.18 -0.60
H -2.16 5.28 0.10
H -0.41 2.49 2.29
O -2.15 2.41 -1.73
P -1.86 1.09 -2.37
N -2.21 1.45 -4.01
C -2.71 0.54 -5.01
C -1.40 2.51 -4.61
N -3.11 0.15 -1.60
C -4.38 -0.09 -2.27
C -3.36 0.56 -0.22
N -0.92 -0.30 -2.64
C 0.42 -0.09 -3.17
C -1.34 -1.68 -2.59
H -1.94 -0.14 -5.41
H -3.11 1.11 -5.85
H -3.54 -0.07 -4.65
H -0.43 2.14 -4.95
H -1.23 3.31 -3.89
H -1.92 2.95 -5.46
H -4.83 0.83 -2.66
H -5.08 -0.55 -1.58
H -4.27 -0.81 -3.08
H -3.98 1.45 -0.15
H -2.42 0.77 0.30
H -3.85 -0.26 0.32
H 0.46 -0.26 -4.25
H 1.14 -0.76 -2.70
H 0.76 0.92 -2.97
H -1.94 -1.97 -3.46
H -1.90 -1.91 -1.68
H -0.47 -2.35 -2.57
O -1.24 -5.81 0.96
P -0.67 -4.61 1.64
N 1.00 -5.00 1.61
C 2.00 -4.60 2.57
C 1.58 -5.18 0.28
N -1.40 -4.82 3.21
C -0.65 -5.47 4.29
C -2.74 -5.38 3.15
N -0.51 -2.94 1.90
C -0.05 -2.15 0.76
C -0.58 -2.21 3.15
H 2.33 -3.55 2.46
H 2.88 -5.23 2.45
H 1.67 -4.75 3.60
H 1.84 -4.22 -0.19
H 0.88 -5.70 -0.37
H 2.48 -5.79 0.33
H -0.20 -6.42 3.98
H -1.31 -5.66 5.13
H 0.12 -4.81 4.68
H -2.74 -6.47 3.00
H -3.31 -4.94 2.33
H -3.27 -5.16 4.08
H 1.02 -1.94 0.82
H -0.59 -1.20 0.69
H -0.24 -2.68 -0.17
H 0.32 -2.36 3.76
H -1.45 -2.48 3.73
H -0.66 -1.14 2.95
```

Summary:
HOMO = -0.30379 Ha
frontier orbital gap = 8.437 eV
F_max = 5.9 eV/Å

---

Entry 3:
C8H32N2O8 | ωB97M-V/def2-TZVPD

XYZ file:
```
50
Properties=species:S:1:pos:R:3
C 26.19 1.95 26.53
O 26.79 2.80 25.57
H 25.23 1.65 26.11
H 26.83 1.07 26.61
H 26.06 2.45 27.49
H 27.38 2.21 25.09
C 21.92 -2.23 29.16
O 22.20 -2.94 30.37
H 22.22 -1.18 29.09
H 22.43 -2.84 28.41
H 20.91 -2.44 28.79
H 21.72 -2.55 31.11
C 24.07 0.57 21.25
O 23.44 0.64 19.96
H 23.74 1.48 21.75
H 23.86 -0.28 21.90
H 25.16 0.65 21.18
H 22.52 0.50 20.19
C 28.15 7.59 23.32
O 27.38 6.93 24.32
H 28.32 8.65 23.53
H 29.09 7.04 23.21
H 27.70 7.55 22.33
H 27.35 6.00 24.10
C 31.71 2.68 22.68
O 30.29 2.81 22.67
H 32.14 2.96 21.72
H 32.28 3.30 23.37
H 32.01 1.69 23.01
H 30.05 3.03 21.77
C 26.79 -3.44 24.49
O 26.08 -4.65 24.14
H 26.27 -2.54 24.16
H 26.87 -3.40 25.58
H 27.82 -3.45 24.13
H 25.91 -4.71 23.20
C 32.23 -2.00 25.91
O 31.08 -1.48 26.53
H 33.12 -1.67 26.45
H 32.25 -3.09 25.95
H 32.28 -1.65 24.88
H 30.73 -2.22 27.03
C 31.85 4.61 28.28
O 32.71 4.28 29.01
N 31.17 3.76 27.58
N 31.34 5.77 28.04
H 31.49 2.81 27.65
H 30.52 4.05 26.86
H 30.58 5.85 27.38
H 31.56 6.55 28.64
```

Summary:
HOMO = -0.35771 Ha
structure (SMILES) = NC(N)=O.CO.CO.CO.CO.CO.CO.CO
frontier orbital gap = 9.783 eV
F_max = 6.4 eV/Å
energy above the lowest of the compared OMol25 structures with the same formula, charge and spin = 52.1 kcal per mole

---

Entry 4:
C6H14N5 | ωB97M-V/def2-TZVPD

XYZ file:
```
25
Properties=species:S:1:pos:R:3
C 0.40 -0.55 0.55
C 0.29 1.60 1.47
C -0.72 -2.37 -0.50
C -0.84 -0.13 -0.35
C -1.03 1.31 -0.61
C 1.75 -0.53 -0.19
N 0.20 0.22 1.76
N -0.47 2.05 0.34
N -0.71 -1.22 -1.35
N 0.00 -1.98 0.74
N -1.61 1.80 -1.70
H -0.25 2.08 2.26
H 1.37 1.89 1.22
H -1.68 -2.73 -0.18
H -0.21 -3.18 -0.96
H -1.62 -0.55 0.29
H 1.72 0.17 -1.08
H 1.96 -1.48 -0.61
H 2.38 -0.27 0.53
H 0.94 -0.15 2.36
H -0.75 3.05 0.42
H 0.28 -1.15 -1.75
H -0.58 -2.12 1.51
H -1.75 2.77 -1.87
H -2.05 1.29 -2.43
```

Summary:
HOMO = -0.46220 Ha
structure (SMILES) = C[C@@]12NCNC(=[NH2+])[C@H]1NCN2
frontier orbital gap = 9.121 eV
charge = +1
F_max = 4.8 eV/Å
energy above the lowest of the compared OMol25 structures with the same formula, charge and spin = 67.5 kcal per mole